C5H11NO2 as an isolated structure. Source: the Open Molecules 2025 dataset; level of theory: wB97M-V/def2-TZVPD.

ΔE to the lowest compared entry with this formula, charge and spin	4.566	eV
E_HOMO	-8.25	eV
orbital gap	0.297	Eh
total charge	0

```
19
Properties=species:S:1:pos:R:3:nbo_charge:R:1
C -0.23 -0.82 2.15 -0.234
C 0.92 -0.85 1.10 -0.156
N 0.68 0.23 0.30 -0.446
C -0.40 0.92 0.69 0.278
C -0.82 0.45 1.93 -0.268
C -0.93 1.99 -0.25 -0.670
H -0.12 -1.23 3.13 0.264
H 1.87 -1.34 1.00 0.277
H 0.97 0.33 -0.73 0.488
H -1.74 0.77 2.41 0.238
H -0.94 1.54 -1.24 0.283
H -0.31 2.88 -0.26 0.247
H -1.98 2.24 0.00 0.223
H 0.03 -1.59 1.11 0.323
H -1.00 -1.56 -2.61 0.452
O -0.34 -1.90 -1.99 -1.001
H 1.67 0.57 -2.84 0.463
H 0.00 -0.95 -1.89 0.499
O 0.97 0.32 -2.23 -1.261
```


A 2-piece molecular cluster, C4H12 overall. Source: the Open Molecules 2025 dataset; level of theory: wB97M-V/def2-TZVPD.

2S+1	2
ΔE to the lowest compared entry with this formula, charge and spin	0.746	eV
E_HOMO (alpha / beta)	-16.11 / -15.05	eV
orbital gap (alpha / beta)	0.479 / 0.125	Eh
expectation value of S²	0.7529
total charge	+1

```
16
Properties=species:S:1:pos:R:3:nbo_charge:R:1
C -0.31 -1.99 1.53 -0.590
C -0.60 -2.05 0.09 -0.584
H 0.52 -1.35 1.87 0.257
H -1.11 -1.62 2.23 0.378
H -0.11 -2.93 2.12 0.323
H 0.24 -1.71 -0.53 0.304
H -0.97 -3.07 -0.12 0.283
H -1.39 -1.32 -0.24 0.359
C 1.17 2.05 -1.06 -0.612
C -0.27 1.98 -0.63 -0.583
H 1.63 3.03 -1.19 0.273
H 1.84 1.54 -0.33 0.242
H 1.35 1.48 -1.98 0.223
H -0.49 1.12 0.03 0.231
H -0.94 1.99 -1.51 0.240
H -0.51 2.81 0.04 0.257
```


A 7-piece molecular cluster, C27H43NO13 overall. Source: the Open Molecules 2025 dataset; level of theory: wB97M-V/def2-TZVPD.

ΔE to the lowest compared entry with this formula, charge and spin	4.848	eV
E_HOMO	-9.51	eV
orbital gap	0.357	Eh
total charge	0

```
84
Properties=species:S:1:pos:R:3:lowdin_charge:R:1
O 0.29 -0.38 -9.29 0.031
C 0.52 0.82 -8.86 -0.377
C 1.54 1.81 -9.51 -0.074
C 1.54 2.97 -8.59 -0.188
C 0.42 2.75 -7.63 -0.180
O -0.03 1.44 -7.82 0.041
H 2.54 1.37 -9.44 0.124
H 1.35 1.92 -10.58 0.128
H 2.47 3.41 -8.24 0.122
H 1.26 3.86 -9.16 0.111
H 0.70 2.82 -6.58 0.133
H -0.40 3.43 -7.85 0.130
O -3.99 -4.86 4.62 0.103
C -4.64 -4.48 3.66 -0.420
C -5.24 -5.27 2.50 -0.079
C -6.55 -4.59 2.43 -0.207
C -6.33 -3.23 2.87 -0.200
O -5.15 -3.19 3.68 0.015
H -4.65 -5.18 1.59 0.133
H -5.45 -6.32 2.72 0.131
H -6.88 -4.69 1.40 0.132
H -7.26 -5.05 3.11 0.133
H -6.05 -2.44 2.17 0.130
H -7.20 -2.81 3.37 0.128
O 6.74 -7.19 4.02 0.046
C 5.61 -6.68 3.75 -0.391
C 5.14 -6.26 2.39 -0.083
C 3.73 -5.81 2.72 -0.159
C 3.41 -6.03 4.19 -0.161
O 4.68 -6.36 4.72 0.006
H 5.79 -5.43 2.13 0.130
H 5.22 -7.00 1.60 0.131
H 3.57 -4.83 2.27 0.116
H 3.02 -6.48 2.22 0.112
H 3.00 -5.22 4.78 0.127
H 2.80 -6.90 4.42 0.125
O 0.36 4.26 6.41 0.061
C 0.65 4.33 7.62 -0.449
C 1.67 3.38 8.34 -0.055
C 1.51 3.78 9.88 -0.120
C 0.12 4.55 9.88 -0.124
O -0.05 5.01 8.52 0.022
H 1.42 2.33 8.14 0.116
H 2.64 3.68 7.97 0.111
H 1.56 2.84 10.42 0.100
H 2.36 4.40 10.16 0.100
H -0.63 3.82 10.17 0.119
H 0.08 5.37 10.59 0.120
O 5.13 -2.67 -7.05 0.115
C 4.73 -3.21 -6.04 -0.442
C 4.14 -4.60 -5.86 -0.062
C 4.18 -4.79 -4.35 -0.177
C 4.59 -3.48 -3.68 -0.167
O 4.83 -2.66 -4.79 0.012
H 3.09 -4.45 -6.11 0.131
H 4.70 -5.40 -6.34 0.129
H 3.22 -5.15 -3.98 0.108
H 4.84 -5.58 -3.99 0.108
H 3.89 -3.13 -2.92 0.125
H 5.53 -3.66 -3.17 0.119
O -8.11 8.92 -2.60 0.090
C -6.97 8.51 -2.76 -0.412
C -6.32 7.43 -1.88 -0.081
C -5.26 6.96 -2.85 -0.171
C -5.11 7.92 -4.07 -0.120
O -6.19 8.88 -3.85 0.003
H -5.85 7.76 -0.95 0.121
H -6.94 6.59 -1.55 0.124
H -4.37 6.81 -2.25 0.106
H -5.49 5.95 -3.19 0.109
H -4.12 8.28 -4.32 0.116
H -5.38 7.44 -5.01 0.113
C 2.42 0.38 2.26 -0.050
N 1.38 1.08 1.51 0.010
C 0.51 0.50 0.74 -0.595
C -0.73 1.33 0.39 -0.002
O 0.41 -0.68 0.44 0.029
H 3.26 0.19 1.59 0.083
H 2.10 -0.53 2.76 0.086
H 2.85 1.06 3.00 0.081
H 0.98 1.93 1.88 0.127
H -0.57 2.30 0.87 0.064
H -1.57 0.83 0.88 0.084
H -1.01 1.30 -0.66 0.083
```


C39H43FIrN6O3 as an isolated structure. Source: the Open Molecules 2025 dataset; level of theory: wB97M-V/def2-TZVPD.

E_HOMO (alpha / beta)	-10.28 / -10.28	eV
orbital gap (alpha / beta)	0.269 / 0.269	Eh
total charge	+1

```
93
Properties=species:S:1:pos:R:3:lowdin_charge:R:1
Ir 0.34 1.07 1.57 1.334
N 0.54 1.18 4.07 -0.002
C 1.62 0.55 4.83 -0.233
C 2.99 1.14 4.47 -0.170
C 3.51 0.68 3.12 -0.235
N 2.71 1.21 2.01 -0.046
H 0.56 2.18 4.22 0.102
H -0.36 0.84 4.42 0.094
H 1.63 -0.52 4.59 0.104
H 1.46 0.67 5.91 0.125
H 3.71 0.83 5.23 0.121
H 2.94 2.23 4.50 0.119
H 3.48 -0.41 3.07 0.094
H 4.56 1.00 3.02 0.127
H 3.12 0.90 1.13 0.083
H 2.74 2.22 2.03 0.079
C -1.08 5.63 -4.83 -0.014
C 0.35 5.17 -4.56 -0.306
C 1.09 4.71 -5.81 -0.126
C 0.43 3.47 -6.40 -0.129
C 0.24 2.43 -5.35 -0.125
C 0.13 1.10 -5.71 0.064
C -0.04 0.13 -4.73 -0.249
F -0.15 -1.16 -5.11 0.076
C -0.09 0.44 -3.40 0.068
C 0.05 1.78 -3.01 -0.037
C 0.07 2.09 -1.58 -0.282
O -0.05 1.15 -0.76 -0.094
C 0.24 3.47 -1.27 -0.010
C 0.33 4.39 -2.27 0.047
N 0.31 4.09 -3.58 0.011
C 0.19 2.78 -3.98 -0.069
C 0.35 4.01 0.17 -0.619
O 0.09 5.19 0.34 0.065
O 0.77 3.20 1.04 -0.159
H -1.09 6.41 -5.59 0.091
H -1.52 6.04 -3.92 0.087
H -1.71 4.81 -5.16 0.087
H 0.91 6.00 -4.10 0.152
H 2.12 4.47 -5.53 0.130
H 1.12 5.51 -6.53 0.125
H 1.04 3.07 -7.21 0.127
H -0.54 3.74 -6.83 0.125
H 0.17 0.81 -6.75 0.136
H -0.22 -0.32 -2.64 0.124
H 0.41 5.44 -2.01 0.154
C -0.47 -5.79 -0.38 -0.036
C -1.31 -5.60 0.85 -0.213
C -2.03 -6.64 1.40 -0.034
C -2.80 -6.46 2.53 -0.075
C -2.84 -5.22 3.14 -0.077
C -2.13 -4.16 2.62 -0.033
C -1.36 -4.34 1.47 -0.203
N -0.57 -3.31 0.94 0.141
C -0.69 -1.97 1.20 -0.341
N -1.97 -1.53 1.22 0.148
C -2.53 -0.27 1.45 -0.212
C -1.77 0.79 1.97 -0.181
C -2.41 2.01 2.21 -0.133
C -3.74 2.19 1.87 -0.077
C -4.47 1.13 1.37 -0.043
C -3.90 -0.11 1.17 -0.212
C -4.74 -1.25 0.66 -0.037
N 0.36 -1.22 1.33 0.049
C 1.63 -1.84 1.44 -0.282
C 1.93 -2.55 2.60 -0.048
C 3.17 -3.14 2.77 -0.081
C 4.13 -3.03 1.77 -0.070
C 3.83 -2.33 0.61 -0.035
C 2.59 -1.73 0.42 -0.232
C 2.28 -1.01 -0.85 -0.032
H -0.62 -6.79 -0.79 0.083
H 0.59 -5.68 -0.15 0.085
H -0.73 -5.05 -1.14 0.086
H -2.00 -7.61 0.92 0.116
H -3.36 -7.28 2.95 0.107
H -3.42 -5.07 4.04 0.108
H -2.13 -3.20 3.11 0.113
H 0.36 -3.60 0.65 0.137
H -2.64 -2.23 0.94 0.125
H -1.87 2.83 2.66 0.093
H -4.20 3.16 2.01 0.107
H -5.52 1.28 1.13 0.114
H -5.76 -0.91 0.52 0.084
H -4.76 -2.08 1.37 0.086
H -4.38 -1.62 -0.30 0.090
H 1.18 -2.64 3.37 0.118
H 3.39 -3.69 3.67 0.110
H 5.10 -3.49 1.88 0.109
H 4.56 -2.27 -0.18 0.118
H 3.19 -0.66 -1.34 0.090
H 1.62 -0.17 -0.66 0.031
H 1.77 -1.68 -1.55 0.094
```


A single C12H9N molecule. Source: the Open Molecules 2025 dataset; level of theory: wB97M-V/def2-TZVPD.

ΔE to the lowest compared entry with this formula, charge and spin	0.000	eV
E_HOMO	-8.81	eV
orbital gap	0.341	Eh
total charge	0

```
22
Properties=species:S:1:pos:R:3:nbo_charge:R:1
C -3.25 0.10 0.00 -0.210
C -2.81 -1.22 -0.02 -0.214
C -1.46 -1.52 -0.03 -0.180
C -0.54 -0.47 -0.02 -0.094
C -0.97 0.87 -0.01 0.088
C -2.34 1.15 0.00 -0.219
C 0.23 1.79 0.01 -0.460
C 1.39 0.85 -0.02 -0.054
C 2.74 1.08 -0.02 0.042
N 3.64 0.10 -0.03 -0.418
C 3.19 -1.16 0.00 0.039
C 1.83 -1.52 0.04 -0.253
C 0.92 -0.48 0.02 0.000
H -4.31 0.30 0.04 0.216
H -3.56 -2.02 -0.03 0.216
H -1.12 -2.56 -0.04 0.214
H -2.68 2.19 0.02 0.213
H 0.23 2.44 0.90 0.238
H 0.25 2.47 -0.86 0.237
H 3.12 2.11 0.02 0.188
H 3.94 -1.94 -0.01 0.192
H 1.54 -2.57 0.06 0.219
```


An isolated ion of composition C2H4NO and charge +1. Source: the Open Molecules 2025 dataset; level of theory: wB97M-V/def2-TZVPD.

2S+1	3
ΔE to the lowest compared entry with this formula, charge and spin	1.828	eV
E_HOMO (alpha / beta)	-15.64 / -19.13	eV
orbital gap (alpha / beta)	0.447 / 0.351	Eh
expectation value of S²	2.0070
total charge	+1

```
8
Properties=species:S:1:pos:R:3:nbo_charge:R:1
C -0.56 0.53 -0.24 -0.209
C 0.80 0.15 0.34 -0.218
N -0.13 -0.78 -0.03 0.085
O -0.43 -1.91 -0.11 0.161
H -1.55 0.70 0.26 0.285
H -0.82 0.77 -1.36 0.286
H 1.77 0.24 -0.36 0.307
H 0.94 0.30 1.52 0.302
```


C36H38N5O5PPbS2Si as an isolated structure. Source: the Open Molecules 2025 dataset; level of theory: wB97M-V/def2-TZVPD.

ΔE to the lowest compared entry with this formula, charge and spin	0.629	eV
E_HOMO	-8.05	eV
orbital gap	0.277	Eh
total charge	0

```
89
Properties=species:S:1:pos:R:3:lowdin_charge:R:1
Pb -0.93 0.64 0.87 1.355
N 1.41 -2.69 2.96 0.144
C 1.25 -1.37 2.67 -0.695
S 1.73 -0.81 1.05 0.854
N 0.90 -0.57 3.61 0.028
N 0.39 0.64 3.19 -0.037
C 0.25 1.55 4.08 -0.181
C 0.78 1.45 5.47 -0.190
C 2.12 1.15 5.69 -0.030
C 2.61 1.06 6.99 -0.073
C 1.76 1.25 8.07 -0.083
C 0.42 1.54 7.85 -0.074
C -0.06 1.65 6.56 -0.036
C -0.55 2.75 3.72 -0.217
C -0.42 3.94 4.43 -0.006
C -1.25 5.01 4.12 -0.046
C -2.19 4.86 3.11 -0.047
C -2.23 3.66 2.43 -0.126
N -1.43 2.63 2.71 0.020
H 1.37 -3.33 2.18 0.049
H 0.88 -2.98 3.76 0.122
H 2.78 0.98 4.85 0.114
H 3.65 0.83 7.15 0.104
H 2.14 1.18 9.08 0.103
H -0.25 1.68 8.69 0.105
H -1.11 1.87 6.39 0.123
H 0.32 4.02 5.21 0.121
H -1.16 5.94 4.66 0.112
H -2.87 5.66 2.86 0.108
H -2.92 3.50 1.61 0.098
O -3.50 1.33 -1.58 -0.091
N -2.97 2.34 -0.80 -0.042
C -2.26 3.15 -1.48 -0.152
C -1.90 3.10 -2.92 -0.205
C -2.08 4.26 -3.66 -0.037
C -1.77 4.30 -5.01 -0.073
C -1.26 3.16 -5.63 -0.068
C -1.04 2.01 -4.89 -0.079
C -1.36 1.96 -3.53 -0.296
P -0.95 0.48 -2.51 1.080
C -1.89 -0.86 -3.30 -0.366
C -2.96 -0.62 -4.16 -0.085
C -3.72 -1.67 -4.64 -0.080
C -3.44 -2.98 -4.26 -0.082
C -2.39 -3.22 -3.38 -0.066
C -1.62 -2.17 -2.91 -0.106
C 0.77 0.15 -3.08 -0.373
C 1.13 -0.67 -4.14 -0.089
C 2.47 -0.84 -4.48 -0.085
C 3.46 -0.19 -3.76 -0.096
C 3.12 0.62 -2.69 -0.082
C 1.78 0.78 -2.35 -0.128
H -3.60 0.57 -0.97 0.066
H -1.90 4.00 -0.91 0.117
H -2.48 5.14 -3.17 0.114
H -1.92 5.21 -5.58 0.105
H -1.02 3.18 -6.68 0.106
H -0.62 1.14 -5.37 0.107
H -3.20 0.39 -4.46 0.101
H -4.55 -1.48 -5.31 0.102
H -4.04 -3.79 -4.62 0.101
H -2.18 -4.22 -3.04 0.109
H -0.84 -2.37 -2.18 0.088
H 0.37 -1.18 -4.71 0.107
H 2.73 -1.48 -5.31 0.107
H 4.50 -0.33 -4.02 0.104
H 3.89 1.12 -2.11 0.105
H 1.52 1.41 -1.51 0.087
O -1.30 -1.41 1.81 -0.546
S -2.42 -1.97 0.91 0.289
O -1.85 -3.03 0.10 -0.348
O -2.69 -0.74 0.03 -0.558
O -3.58 -2.31 1.69 -0.306
C 2.88 -3.75 -2.08 -0.170
Si 2.49 -3.64 -0.26 0.460
C 1.60 -5.17 0.35 -0.167
C 4.07 -3.34 0.70 -0.189
C 1.29 -2.18 -0.05 -0.511
H 3.58 -4.56 -2.29 0.035
H 3.33 -2.81 -2.43 0.018
H 1.98 -3.92 -2.67 0.038
H 1.70 -5.99 -0.37 0.033
H 0.53 -4.98 0.47 0.035
H 2.00 -5.53 1.30 0.033
H 4.81 -4.11 0.45 0.034
H 3.91 -3.38 1.78 0.023
H 4.50 -2.37 0.46 0.028
H 0.28 -2.52 0.23 0.012
H 1.18 -1.69 -1.02 0.016
```


no.,F_max (eV/Å)
1,5.11
2,2.01
3,6.12
4,3.37
5,1.26
6,4.83
7,0.40